[1]
Formula: C29H41F5P2SV
Source: the Open Molecules 2025 dataset
Level of theory: ωB97M-V with the def2-TZVPD basis set

Structure (ORCA input):
```
! wB97M-V def2-TZVPD RIJCOSX def2/J DEFGRID3
* xyz 1 3
H -3.828 -0.633 -4.099
H 3.906 0.418 2.711
H 5.075 1.257 1.537
P 2.293 -1.235 -0.572
H 5.537 3.958 1.027
H 3.827 4.536 2.686
H -1.299 3.340 -0.108
H -4.764 -1.267 -0.340
C 2.121 0.800 1.511
C -2.530 -0.004 -2.534
H -0.310 -4.644 -2.551
H 1.588 -0.161 1.709
C 3.940 1.339 -0.265
C 3.296 2.536 3.055
H 5.919 1.871 0.128
C -3.710 1.495 0.694
C -3.473 0.031 -1.438
H -0.237 0.630 -3.954
C 3.028 1.082 2.734
H -2.146 -0.274 -4.630
H 4.010 3.796 0.227
H -5.589 -0.018 -1.280
H 0.884 -3.257 -3.622
P -0.356 -2.350 -1.776
H -0.181 2.240 -3.170
V -1.650 -0.790 -0.815
C 3.256 -1.196 -2.142
H 4.302 -1.100 0.827
H 2.903 2.808 4.041
F -0.616 -0.034 3.045
C 2.743 0.784 0.120
S -1.925 -2.039 1.193
F -6.021 -0.562 3.885
H 0.732 0.898 -2.488
H 1.142 -1.498 -3.576
H -3.034 1.916 1.452
C 4.948 1.890 0.650
C -4.069 -1.207 2.707
H 1.353 1.585 1.524
H 2.745 -1.694 -2.974
C -3.926 0.338 4.560
C -2.761 -0.712 -3.828
H -0.718 2.066 0.950
H -1.985 -4.026 -2.414
C -2.681 -1.096 2.474
H 0.561 -2.421 0.555
H 3.435 -0.136 -2.392
H -2.544 -1.794 -3.783
H -4.367 2.318 0.373
C -0.210 1.152 -2.994
C -2.544 0.468 4.335
C 1.010 -2.535 -0.472
C -2.948 0.931 -0.446
C 3.573 -1.890 0.583
C -1.642 1.350 -0.848
H -0.373 -2.147 -4.208
H 4.059 1.660 -1.301
H 1.947 1.004 -0.631
C -1.001 -4.060 -1.908
H 4.134 -2.734 0.165
C -4.684 -0.489 3.722
H -4.871 -1.442 -2.118
H 0.180 2.462 -0.548
H -4.341 0.732 1.167
F -1.823 1.304 5.105
H -1.102 -4.574 -0.939
H 1.413 -3.571 -0.516
H 2.431 0.727 3.597
C 3.878 3.506 2.331
H 4.225 -1.704 -2.006
C 4.614 3.361 1.040
C 0.401 -2.287 -3.447
H 3.091 -2.219 1.518
F -4.517 1.028 5.547
C -1.395 0.819 -2.164
C -1.943 -0.237 3.298
C -4.744 -0.720 -1.296
C -0.818 2.352 -0.103
F -4.823 -2.027 1.917
*
```

The calculation puts the LUMO energy (spin up / spin down) at -0.164 / -0.141 hartree. Its expectation value of S² is 2.028. As for the energy relative to the best compared isomer or geometry (same formula, charge and spin): 0.0 kcal per mole. Its gap between HOMO and LUMO (spin up / spin down) is 0.1745 / 0.1973 Eh. As for the total energy: -3653.48111 Ha.

Atom charges from the Mulliken analysis, given in e for atoms 1 to 5: number 1, H, carries 0.482; number 2, H, carries 0.369; number 3, H, carries 0.370; number 4, P, carries 0.812; number 5, H, carries 0.440

=====

[2]
Formula: C7H16N4
Source: the Open Molecules 2025 dataset
Level of theory: ωB97M-V with the def2-TZVPD basis set

Structure (ORCA input):
```
! wB97M-V def2-TZVPD RIJCOSX def2/J DEFGRID3
* xyz 2 1
H -3.944 -0.511 1.281
H -0.697 1.790 1.725
C -1.646 -1.231 -1.258
H -0.625 -1.431 -1.257
N -1.424 1.102 1.295
C 4.661 -0.675 0.339
C -2.055 -0.820 0.217
H -3.748 0.494 -0.145
H 2.644 1.417 -2.460
N -1.063 0.059 0.751
N 5.045 -1.624 0.880
H -1.780 -0.397 -1.963
H 4.957 1.123 -0.515
H -2.163 -2.144 -1.747
N 2.007 -0.110 0.005
C -3.525 -0.437 0.289
H 5.362 -2.568 0.848
H -2.530 1.379 1.257
H -4.037 -1.268 -0.330
H 1.495 1.987 -1.305
H 3.084 2.677 -1.428
C 2.907 0.668 -0.504
C 4.212 0.519 -0.054
C 2.481 1.671 -1.489
H 2.412 -0.582 0.843
H 1.125 0.008 -0.310
H -1.720 -1.740 0.737
*
```

The calculation puts the LUMO energy at -0.319 hartree. As for the energy relative to the best compared isomer or geometry (same formula, charge and spin): 86.4 kcal per mole. Its gap between HOMO and LUMO is 0.2853 Eh. As for the total energy: -494.60876 Ha.

Atom charges from the Mulliken analysis, given in e for atoms 1 to 5: number 1, H, carries 0.464; number 2, H, carries 0.306; number 3, C, carries -1.383; number 4, H, carries 0.422; number 5, N, carries -0.321

=====

[3]
Formula: C32H69NO6PS2
Source: the Open Molecules 2025 dataset
Level of theory: ωB97M-V with the def2-TZVPD basis set

Structure (ORCA input):
```
! wB97M-V def2-TZVPD RIJCOSX def2/J DEFGRID3
* xyz -1 1
H 0.342 -2.622 -3.091
H 0.277 -1.401 -1.860
H 3.824 4.321 0.004
H 3.582 -0.180 -3.171
C -2.729 -4.272 0.552
H -0.525 5.400 1.894
H -2.268 1.270 3.364
O -1.413 -0.551 2.834
H -2.415 4.252 -1.956
H -2.474 -0.078 4.463
H -1.571 -1.021 -4.182
H 10.663 0.815 1.813
C -0.787 -0.169 1.706
S -4.741 -2.458 -3.958
H -4.630 0.427 3.312
H 1.013 -7.191 0.197
H -6.752 2.626 -0.517
H -7.636 1.219 0.032
H 1.749 -1.156 -4.207
C -1.615 -5.313 0.616
H -2.629 4.076 1.880
H 2.402 3.028 -1.395
H -6.999 0.734 -2.249
H -5.805 0.104 1.503
C 3.040 0.728 -2.898
H -3.632 -4.716 0.976
H -0.975 6.205 0.404
H 1.402 -8.349 1.446
H -1.056 4.954 -2.845
C 3.466 2.757 -1.437
H -3.141 4.847 0.388
H 7.122 1.643 3.088
H -5.448 1.498 -2.061
H 4.614 0.937 -1.411
C 0.511 -4.983 2.029
C 1.533 0.509 -2.842
C 0.942 -0.604 -3.723
H -1.714 5.799 -1.448
H 0.413 -5.085 -0.136
H -0.242 -7.693 1.336
C 7.410 1.467 2.051
H -0.256 -3.652 0.569
H -5.078 2.964 1.004
H 5.235 3.309 -0.322
C 10.599 1.680 1.153
H 7.162 3.513 1.470
C -2.492 0.203 3.410
C -1.489 4.818 -1.858
H -4.044 -1.188 2.885
C 7.934 2.746 1.435
H 2.299 -6.199 2.143
C -1.377 0.931 0.863
H -0.190 -4.803 2.845
O 11.181 3.510 2.557
H -2.983 5.810 1.860
H 11.564 1.825 0.676
H 6.538 1.113 1.501
H 1.274 -4.210 2.122
C -2.548 4.989 1.290
C -3.633 -1.932 -2.897
C -6.648 1.564 -0.280
H -2.002 0.486 0.085
C -0.519 4.005 -1.033
C -3.116 -3.811 -0.857
C 3.572 1.241 -1.558
H 8.162 0.678 2.046
C -3.838 -0.120 2.801
O -0.459 4.190 0.299
H -0.556 1.473 0.399
H -1.776 -5.901 1.523
C -2.002 -3.004 -1.494
H 0.347 -0.157 -4.519
H 3.918 2.698 0.690
H -4.032 -3.231 -0.759
H 3.005 0.800 -0.734
H -4.310 1.127 0.349
S -3.842 -0.634 -1.760
C -1.408 -1.326 -3.148
C 4.151 3.300 -0.190
H -1.676 -0.479 -2.509
H 9.863 1.478 0.380
O 9.029 3.297 2.178
O 0.160 3.140 -1.525
H -1.970 1.648 1.425
H 1.238 0.358 -1.805
H 3.278 1.495 -3.637
H -3.306 -4.705 -1.454
C -1.095 5.281 0.973
C 10.307 2.903 1.996
C -5.580 -0.535 -1.304
H -6.118 -1.317 -1.829
H -1.161 -3.683 -1.623
H 1.015 -6.709 3.206
H -1.701 -2.207 -0.805
H -1.723 -6.021 -0.209
H 8.206 2.618 0.387
C -6.168 0.861 -1.550
O 0.214 -0.763 1.379
C 0.815 -7.456 1.235
N -2.305 -2.466 -2.846
H -2.490 -3.407 1.176
H -4.525 1.509 2.395
H -5.572 -0.769 -0.242
H 1.072 1.445 -3.153
C 0.069 -1.581 -2.914
C -0.186 -4.728 0.703
H -6.576 1.951 2.106
H 3.908 3.244 -2.308
C 1.220 -6.346 2.197
H -3.886 0.143 1.743
P -5.451 1.532 1.231
*
```

The calculation puts the LUMO energy at 0.074 hartree. Its gap between HOMO and LUMO is 0.2206 Eh. As for the total energy: -2904.42347 Ha.

Atom charges from the Mulliken analysis, given in e for atoms 1 to 5: number 1, H, carries 0.573; number 2, H, carries 0.143; number 3, H, carries 0.413; number 4, H, carries 0.482; number 5, C, carries -0.847

=====

[4]
Formula: C9H20BrNPt
Source: the Open Molecules 2025 dataset
Level of theory: ωB97M-V with the def2-TZVPD basis set

Structure (ORCA input):
```
! wB97M-V def2-TZVPD RIJCOSX def2/J DEFGRID3
* xyz 2 3
H 0.223 -2.234 0.000
H -3.200 2.281 -1.371
Pt -2.525 -1.851 -5.545
H 2.481 -0.328 2.699
H 1.678 1.780 2.373
H -1.011 0.141 0.906
H -3.293 1.372 0.111
H 1.935 -1.838 0.230
H 0.407 -0.954 -2.201
H -1.093 2.200 -0.020
H 1.024 0.721 -2.117
N 0.640 -0.202 -0.270
C -1.304 1.425 -0.758
H -1.370 -0.765 -0.563
C 1.101 -0.274 -1.691
C 0.764 -1.536 1.951
C 1.405 0.903 0.429
C 1.097 0.984 1.900
C -0.836 0.099 -0.164
H -3.160 0.546 -1.494
H 1.208 1.848 -0.074
H 1.239 -2.417 2.373
H 2.472 0.725 0.270
C 1.386 -0.320 2.625
C 0.914 -1.503 0.420
H 1.131 -0.237 3.682
H -0.307 -1.499 2.156
H -0.825 1.617 -1.716
H 0.096 1.411 2.046
H 2.121 -0.639 -1.736
Br -1.566 -2.839 -3.579
C -2.831 1.383 -0.874
*
```

The calculation puts the LUMO energy (spin up / spin down) at -0.372 / -0.442 hartree. Its expectation value of S² is 2.012. As for the energy relative to the best compared isomer or geometry (same formula, charge and spin): 0.0 kcal per mole. Its gap between HOMO and LUMO (spin up / spin down) is 0.2533 / 0.1836 Eh. As for the total energy: -3102.25072 Ha.

Atom charges from the Mulliken analysis, given in e for atoms 1 to 5: number 1, H, carries 0.274; number 2, H, carries 0.409; number 3, Pt, carries 1.114; number 4, H, carries 0.342; number 5, H, carries 0.441

=====

[5]
Formula: C4H12N4
Source: the Open Molecules 2025 dataset
Level of theory: ωB97M-V with the def2-TZVPD basis set

Structure (ORCA input):
```
! wB97M-V def2-TZVPD RIJCOSX def2/J DEFGRID3
* xyz 0 1
H -1.480 -0.978 1.654
C 1.338 1.612 0.775
H -0.295 0.241 -1.415
H 2.448 -0.389 -1.629
H 3.371 0.232 -0.150
H 0.621 1.151 1.459
H 0.975 2.605 0.508
N -2.809 0.495 0.499
H 0.302 -1.793 -0.527
C -0.425 -2.053 0.241
H -1.179 -2.707 -0.211
N 1.389 0.824 -0.419
C 2.421 0.142 -0.687
N -1.303 0.188 -1.313
C -1.739 0.028 -0.011
N -0.969 -0.825 0.793
H -1.766 0.931 -1.815
H -3.267 1.192 -0.082
H 2.310 1.701 1.278
H 0.057 -2.598 1.051
*
```

The calculation puts the LUMO energy at 0.035 hartree. As for the energy relative to the best compared isomer or geometry (same formula, charge and spin): 22.3 kcal per mole. The SMILES is [H]/N=C(\N)NC.C=NC. Its gap between HOMO and LUMO is 0.3484 Eh. As for the total energy: -378.60266 Ha.

Atom charges from the Mulliken analysis, given in e for atoms 1 to 5: number 1, H, carries 0.279; number 2, C, carries -0.840; number 3, H, carries 0.308; number 4, H, carries 0.288; number 5, H, carries 0.276

=====

[6]
Formula: CH3NOS
Source: the Open Molecules 2025 dataset
Level of theory: ωB97M-V with the def2-TZVPD basis set

Structure (ORCA input):
```
! wB97M-V def2-TZVPD RIJCOSX def2/J DEFGRID3
* xyz 0 1
S 0.140 -0.879 1.561
O 1.097 0.588 -0.754
N -0.220 0.251 0.486
C -0.138 0.132 -0.988
H -0.954 0.745 -1.577
H 0.487 0.044 2.691
H -0.412 -0.881 -1.418
*
```

The calculation puts the LUMO energy (spin up / spin down) at -0.024 / -0.024 hartree. As for the energy relative to the best compared isomer or geometry (same formula, charge and spin): 111.8 kcal per mole. Its gap between HOMO and LUMO (spin up / spin down) is 0.3331 / 0.3332 Eh. As for the total energy: -567.92267 Ha.

Atom charges from the Mulliken analysis, given in e for atoms 1 to 5: number 1, S, carries -0.025; number 2, O, carries -0.436; number 3, N, carries -0.128; number 4, C, carries 0.005; number 5, H, carries 0.178